a.
ORCA calculation (the ωB97M-V functional and the def2-TZVPD basis) on a cluster of 3 separate species, C3H8N2O3S in total.

## Properties
gap between HOMO and LUMO: 9.71 eV
multiplicity: 1
HOMO: -9.05 eV

Geometry as XYZ:
```
17
C3H8N2O3S (the ωB97M-V functional and the def2-TZVPD basis)
C 3.6625 1.2335 0.6813
C -3.0019 0.6307 -1.3992
C 1.5773 -0.6701 0.6111
N 2.8023 2.0608 0.7541
N 0.9620 -0.1223 1.5718
O 4.6941 0.6795 0.8521
O -0.6235 -0.5285 -1.6179
O -1.1247 0.9602 0.5022
S -1.6332 -0.1650 -0.3376
H -3.4086 1.5593 -0.7590
H -2.4643 0.9095 -2.2352
H -3.8433 0.0636 -1.5910
H 2.4370 -1.1488 1.1223
H 0.2680 -0.4064 -1.2451
H 1.8512 1.9772 0.5849
H 0.8733 -0.2933 2.5662
H 0.1474 0.3377 1.2276
```

b.
ORCA calculation (the ωB97M-V functional and the def2-TZVPD basis) on a cluster of 2 separate species, C3H8N2O3S in total.

## Properties
gap between HOMO and LUMO: 9.05 eV
multiplicity: 1
HOMO: -8.56 eV

Geometry as XYZ:
```
17
C3H8N2O3S (the ωB97M-V functional and the def2-TZVPD basis)
C 1.4978 0.8274 0.0425
C 1.8123 -0.6598 -0.0458
C -0.4468 -0.4267 0.4732
N 0.1561 0.8188 0.6233
N 0.5253 -1.3068 -0.0174
O -1.6727 0.5427 -1.6077
O -2.7416 -1.4086 -0.3627
O -2.5473 0.9035 0.6640
S -2.0804 -0.1845 -0.1491
H 2.2631 1.4307 0.6310
H 1.4565 1.3253 -0.8926
H 2.3365 -1.0209 -0.8588
H 2.3647 -0.9833 0.9827
H -0.9275 -0.9916 1.8544
H -0.5028 1.5542 0.8738
H -1.7372 1.4756 -1.3545
H 0.2440 -1.8961 -0.8566
```

Stability verdict: b, ahead by 0.0276 hartree

a.
ORCA calculation (the ωB97M-V functional and the def2-TZVPD basis) on a cluster of 2 separate species, C3H10NO3 in total.

## Properties
gap between HOMO and LUMO: 11.38 eV
multiplicity: 1
total charge: +1
HOMO: -14.91 eV

Geometry as XYZ:
```
17
C3H10NO3 (the ωB97M-V functional and the def2-TZVPD basis)
C 0.5912 1.7951 -0.5450
C 0.6467 -2.5959 0.4986
C 0.3694 0.4118 0.0934
N -0.9718 -0.1544 -0.5065
O -0.6815 -2.4350 0.7873
O 1.6166 -2.5833 1.1829
O 0.3705 0.0758 1.4075
H 1.3985 2.2738 -0.1177
H 0.5979 1.7158 -1.5728
H -0.1284 2.6489 -0.3664
H 0.7583 -2.6746 -0.6898
H -1.0205 -0.2530 -1.5221
H -1.7280 0.5393 -0.3068
H -1.2342 -1.0989 -0.1254
H -0.6977 -2.3483 1.7505
H 0.9503 -0.4052 -0.4253
H 0.0001 0.8538 1.8302
```

b.
ORCA calculation (the ωB97M-V functional and the def2-TZVPD basis) on a cluster of 2 separate species, C3H10NO3 in total.

## Properties
gap between HOMO and LUMO: 11.28 eV
multiplicity: 1
total charge: +1
HOMO: -14.73 eV

Geometry as XYZ:
```
17
C3H10NO3 (the ωB97M-V functional and the def2-TZVPD basis)
O -1.8964 -0.4186 1.0399
C -1.4631 -1.4214 0.2532
C -0.3099 -1.0634 -0.6217
N 0.0741 0.3459 -0.6012
C 1.3834 0.5722 -1.2847
O -1.9254 -2.5274 0.3780
H -2.5450 -0.8971 1.5745
H -0.4425 -1.4835 -1.6313
H 0.4389 -1.7731 -0.2926
H -0.5120 1.0617 -1.0243
H 0.3106 0.7375 0.3962
H 1.6909 1.6301 -1.3470
H 1.5313 0.1667 -2.2901
H 2.1630 0.1110 -0.7077
H 0.5389 2.2942 1.6919
H 0.6508 1.3263 2.6907
O 0.3125 1.3389 1.7762
```

Stability verdict: b, ahead by 0.0338 hartree

a.
ORCA calculation (the ωB97M-V functional and the def2-TZVPD basis) on a cluster of 2 separate species, C3H10NO3 in total.

## Properties
gap between HOMO and LUMO: 10.58 eV
multiplicity: 1
total charge: +1
HOMO: -14.32 eV

Geometry as XYZ:
```
17
C3H10NO3 (the ωB97M-V functional and the def2-TZVPD basis)
O 0.7555 1.7024 -1.5495
C -0.1207 1.4021 -0.7926
O -1.4285 1.4591 -1.0577
C 0.1437 0.8863 0.5929
C -0.5126 -0.4845 0.8820
N 1.6294 0.8207 0.8051
H -1.5636 2.1197 -1.7560
H -0.2468 1.5822 1.3288
H -1.3147 -0.6700 0.1834
H 0.1961 -1.2968 0.6796
H -0.9205 -0.5406 1.8784
H 2.0959 0.5350 -0.0612
H 1.8702 0.1232 1.5092
H 1.9885 1.7474 1.0309
H -1.0649 -5.0192 0.9203
H -0.2334 -3.8219 1.3741
O -0.4173 -4.3700 0.6010
```

b.
ORCA calculation (the ωB97M-V functional and the def2-TZVPD basis) on a cluster of 2 separate species, C3H10NO3 in total.

## Properties
gap between HOMO and LUMO: 11.50 eV
multiplicity: 1
total charge: +1
HOMO: -14.69 eV

Geometry as XYZ:
```
17
C3H10NO3 (the ωB97M-V functional and the def2-TZVPD basis)
O 1.1922 1.5199 0.7809
C 2.3129 1.3319 0.3837
O 3.2290 0.7767 1.1566
H 2.6744 1.6121 -0.6135
H 4.0750 0.7112 0.6868
C -1.6264 -0.1407 -1.0564
O -1.8423 -0.8822 -2.2286
C -0.8607 -1.0202 -0.0699
N -0.7758 -0.3673 1.2839
H -2.6078 0.1076 -0.6520
H -1.0839 0.7901 -1.2405
H -1.2042 -0.6288 -2.9038
H -1.3572 -1.9740 0.0500
H 0.1564 -1.2028 -0.4207
H -1.7085 -0.0914 1.6030
H -0.1726 0.4779 1.2714
H -0.4006 -1.0200 1.9691
```

c.
ORCA calculation (the ωB97M-V functional and the def2-TZVPD basis) on a cluster of 2 separate species, C3H10NO3 in total.

## Properties
gap between HOMO and LUMO: 11.27 eV
multiplicity: 1
total charge: +1
HOMO: -14.69 eV

Geometry as XYZ:
```
17
C3H10NO3 (the ωB97M-V functional and the def2-TZVPD basis)
O 2.0556 1.8017 -0.6897
C 1.3707 0.8962 -1.0751
C 0.3277 0.2374 -0.1766
C -0.9808 0.0428 -1.0248
O -2.0654 0.4267 -0.2410
N 0.0672 1.1564 0.9374
H 1.4123 0.4793 -2.0997
H 0.7106 -0.7214 0.1633
H -0.9972 -1.0198 -1.2250
H -0.8329 0.5150 -2.0025
H -2.8655 0.4916 -0.7832
H 0.5183 0.9474 1.8254
H 0.2355 2.1477 0.7737
H -0.9310 1.1045 1.2346
H 1.4372 -2.9456 1.4271
H -0.0782 -3.1018 1.3843
O 0.6159 -2.4581 1.5719
```

Stability verdict: a, ahead by 0.0021 hartree

a.
ORCA calculation (the ωB97M-V functional and the def2-TZVPD basis) on an isolated molecule of C6H9I.

## Properties
gap between HOMO and LUMO: 9.03 eV
SMILES: C[C@H]1[C@@]2(C)C[C@]12I
multiplicity: 1
HOMO: -8.46 eV

Geometry as XYZ:
```
16
C6H9I (the ωB97M-V functional and the def2-TZVPD basis)
C -0.9714 1.8229 0.5988
C -0.0650 0.6312 0.7533
C -0.0400 -0.5365 -0.1302
C -0.2286 -1.9509 0.2309
C 0.4594 -0.0426 -1.5341
C 1.1391 0.4334 -0.2508
I 3.1852 0.1031 0.1722
H -1.7426 1.9816 1.4013
H -1.5952 1.7623 -0.2761
H -0.3540 2.7295 0.6040
H 0.1889 0.3355 1.7282
H -0.3046 -2.6403 -0.6103
H -1.1342 -1.9281 0.7911
H 0.6809 -2.3762 0.8519
H 1.0627 -0.8013 -2.1529
H -0.2805 0.4766 -2.1773
```

b.
ORCA calculation (the ωB97M-V functional and the def2-TZVPD basis) on a structure of composition C6H9I.

## Properties
gap between HOMO and LUMO: 9.32 eV
multiplicity: 1
HOMO: -8.89 eV

Geometry as XYZ:
```
16
C6H9I (the ωB97M-V functional and the def2-TZVPD basis)
C 1.5162 0.7949 0.3254
C 1.6649 -0.2048 -0.5589
C -0.0643 0.9485 0.0969
C 0.1550 -0.1891 -0.7778
C -0.7582 0.6537 1.3958
C -0.7333 -1.4094 -0.6259
I -0.1524 0.4428 -2.9561
H 1.8812 1.4411 1.1310
H 2.2509 -0.9828 -0.9774
H -0.3789 1.8203 -0.4524
H -0.2704 -0.1542 1.8926
H -1.8396 0.6209 1.4366
H -0.5047 1.4966 2.0237
H -1.7200 -1.3218 -1.1343
H -0.7620 -1.7201 0.3833
H -0.2844 -2.2367 -1.2023
```

Stability verdict: b, ahead by 0.0141 hartree

a.
ORCA calculation (the ωB97M-V functional and the def2-TZVPD basis) on a cluster of 7 separate species, C14H24BNO28S5 in total.

## Properties
gap between HOMO and LUMO: 6.81 eV
multiplicity: 1
HOMO: -8.71 eV

Geometry as XYZ:
```
73
C14H24BNO28S5 (the ωB97M-V functional and the def2-TZVPD basis)
N 0.5517 -0.9133 1.0349
H 0.1978 -1.7617 0.6166
H 1.4230 -1.1346 1.4952
H -0.0572 -0.7205 1.8174
H 0.6619 -0.1829 0.3461
O -10.0568 0.0064 0.5990
C -9.1679 -0.7374 0.9443
O -8.4330 -0.6769 2.0133
B -7.3051 -1.5739 1.8675
O -7.4866 -2.4177 0.6934
C -8.6294 -1.9623 0.1531
O -9.1896 -2.3600 -0.9000
O -5.9893 -0.9711 1.8375
C -5.2851 -1.2796 2.8893
O -4.1095 -0.9936 3.0709
C -6.1509 -2.2018 3.7352
O -7.1614 -2.5128 2.9883
O -5.7976 -2.8069 4.7890
C 6.5089 -0.7322 -3.7329
C 6.4123 -2.2637 -3.2645
O 5.1525 -2.8036 -3.7177
S 4.1296 -1.6204 -4.0369
O 3.4914 -1.1219 -2.7772
O 3.2765 -1.9418 -5.1855
O 5.3133 -0.5683 -4.4763
H 7.3625 -0.5600 -4.3886
H 6.5279 0.0311 -2.9550
H 6.4485 -2.2999 -2.1757
H 7.2434 -2.8400 -3.6709
C 8.1564 2.1749 3.8907
C 8.7256 1.1313 2.9225
O 7.6803 0.3164 2.4685
S 6.5917 0.0615 3.6638
O 6.8698 -1.2553 4.3070
O 5.2445 0.2192 3.0813
O 7.1474 1.4328 4.5598
H 7.6641 2.9960 3.3696
H 8.7292 2.4962 4.7607
H 9.5442 0.4793 3.2272
H 9.0544 1.7300 2.0731
C 3.0366 5.5700 -2.5616
C 3.6936 4.2670 -2.5874
O 4.3405 4.0096 -1.3723
S 3.4885 4.8572 -0.1922
O 4.2898 5.3168 0.9419
O 2.2588 4.1720 0.1599
O 3.2091 6.1362 -1.2375
H 1.9875 5.3899 -2.7962
H 3.3258 6.3569 -3.2582
H 4.4895 4.1684 -3.3255
H 2.9541 3.4757 -2.7099
C -3.7859 -7.0250 -0.0039
C -2.4577 -7.6156 -0.5816
O -1.8385 -6.4136 -0.8861
S -2.8923 -5.3950 -1.7044
O -2.8588 -5.8225 -3.1000
O -2.6135 -4.0469 -1.3488
O -4.1618 -6.0653 -0.9432
H -3.6365 -6.5356 0.9585
H -4.6648 -7.6340 0.2074
H -2.6570 -8.2433 -1.4502
H -1.8045 -8.1393 0.1163
C -6.4947 4.5136 -0.3666
C -5.8050 4.8305 0.9118
O -4.5135 5.2044 0.6029
S -3.8958 4.2428 -0.6269
O -3.3809 3.0165 -0.0235
O -3.0771 5.0380 -1.4858
O -5.4421 4.1151 -1.2243
H -7.0774 5.2826 -0.8737
H -7.1280 3.6457 -0.1827
H -5.7838 3.9250 1.5182
H -6.3937 5.5416 1.4914
```

b.
ORCA calculation (the ωB97M-V functional and the def2-TZVPD basis) on a structure of composition C14H24BNO28S5.

## Properties
gap between HOMO and LUMO: 5.84 eV
multiplicity: 1
HOMO: -9.20 eV

Geometry as XYZ:
```
73
C14H24BNO28S5 (the ωB97M-V functional and the def2-TZVPD basis)
N -21.4930 -8.2713 11.0296
H -22.3273 -8.6778 10.6311
H -21.2916 -7.4834 10.4307
H -20.7336 -8.9220 10.8880
H -21.5886 -8.1116 12.0224
O -16.0899 -6.5391 9.1155
C -14.9570 -6.1638 9.2372
O -13.8644 -6.6307 9.9086
B -12.7383 -5.6677 9.7283
O -13.1527 -4.9409 8.5284
C -14.3739 -5.0419 8.3125
O -14.9868 -4.4817 7.3963
O -12.5105 -4.8679 11.0118
C -11.2662 -5.0016 11.3957
O -10.7026 -4.3104 12.2653
C -10.5117 -5.8949 10.3269
O -11.4719 -6.4259 9.5927
O -9.2930 -6.2730 10.4093
C -20.6352 -3.3128 3.3954
C -20.6666 -4.7354 3.7292
O -21.8372 -5.3378 3.1390
S -22.9280 -4.2410 2.6645
O -24.1821 -4.4078 3.3649
O -22.8545 -4.0446 1.2093
O -21.9874 -2.9846 3.3502
H -19.9675 -2.9046 2.6367
H -20.3495 -2.8285 4.3292
H -20.5466 -4.8315 4.8083
H -19.7901 -5.2810 3.3798
C -3.4555 -2.3435 12.4864
C -4.8698 -1.7031 12.4681
O -4.6708 -0.6597 11.5522
S -3.6752 -1.0798 10.3367
O -2.7045 -0.1492 9.9833
O -4.4759 -1.7132 9.2948
O -2.9748 -2.3488 11.1136
H -3.3363 -3.3762 12.8142
H -2.8761 -1.7833 13.2202
H -5.1641 -1.3023 13.4381
H -5.6972 -2.2741 12.0467
C -8.0070 -6.4726 5.0716
C -8.0047 -4.9995 5.5334
O -7.3774 -4.3022 4.5388
S -7.3447 -5.1971 3.0255
O -5.9971 -5.0944 2.4920
O -8.4522 -4.6153 2.2682
O -7.6916 -6.6670 3.6482
H -9.0233 -6.7969 5.2954
H -7.4304 -7.1916 5.6535
H -7.3777 -4.9728 6.4246
H -9.0029 -4.5627 5.5619
C -13.6793 -1.2599 16.1510
C -14.7197 -2.3805 16.4667
O -15.3029 -1.8732 17.6830
S -15.5478 -0.2208 17.6403
O -15.4642 0.4291 18.9342
O -16.4452 0.1030 16.5137
O -13.9748 -0.1567 17.0623
H -13.6165 -0.9484 15.1084
H -12.6637 -1.6083 16.3391
H -14.4531 -3.4291 16.5986
H -15.4298 -2.3660 15.6399
C -13.4352 -11.5098 7.1376
C -14.9003 -11.9534 7.3725
O -15.6644 -11.5372 6.3598
S -14.8512 -11.7343 4.9491
O -15.3631 -10.7696 3.9447
O -14.7505 -13.1855 4.6181
O -13.4573 -11.2267 5.7586
H -12.8010 -12.3884 7.0195
H -12.8706 -10.8669 7.8129
H -15.3235 -11.6237 8.3214
H -14.9104 -13.0387 7.2725
```

Stability verdict: a, ahead by 0.1032 hartree

a.
ORCA calculation (the ωB97M-V functional and the def2-TZVPD basis) on a cluster of 2 separate species, C3H4ClI in total.

## Properties
gap between HOMO and LUMO: 9.87 eV
SMILES: C=C=CCl.I
multiplicity: 1
HOMO: -9.35 eV

Geometry as XYZ:
```
9
C3H4ClI (the ωB97M-V functional and the def2-TZVPD basis)
C -1.8696 -0.2123 0.5930
C -0.6172 -0.5142 0.6901
C 0.5218 -0.9151 1.0863
Cl 1.5387 -1.6441 -0.0938
H -2.3058 0.5465 -0.0298
H -2.5149 -0.9164 1.1381
H 1.0457 -0.7529 1.9758
I 2.7097 1.8283 -2.2984
H 1.4917 2.5802 -3.0612
```

b.
ORCA calculation (the ωB97M-V functional and the def2-TZVPD basis) on a cluster of 2 separate species, C3H4ClI in total.

## Properties
gap between HOMO and LUMO (spin up / spin down): 8.93 / 7.73 eV
multiplicity: 1
HOMO (spin up / spin down): -8.93 / -8.88 eV

Geometry as XYZ:
```
9
C3H4ClI (the ωB97M-V functional and the def2-TZVPD basis)
C -1.6165 -1.6906 1.4948
C -0.5798 -1.0074 1.8836
C 0.7469 0.4214 -0.3256
Cl -2.8760 -2.2456 2.5832
I 0.3434 -0.6752 3.6739
H -1.6777 -1.8113 0.4102
H 1.1663 1.0683 0.4621
H -0.1515 0.8775 -0.8381
H 1.1995 -0.5884 -0.6304
```

Stability verdict: a, ahead by 0.0987 hartree